[1]
This record from OMol25 describes a cluster of 2 separate species, C4H12 in total in a non-equilibrium geometry. The level of theory is the ωB97M-V functional and the def2-TZVPD basis.

```
16
Properties=species:S:1:pos:R:3:lowdin_charge:R:1
C -2.12 -0.58 1.72 -0.042
C -1.62 -0.05 0.45 -0.045
H -1.58 -1.44 2.10 0.104
H -2.23 0.18 2.54 0.175
H -3.21 -0.86 1.61 0.170
H -0.98 -0.74 -0.11 0.098
H -0.97 0.85 0.69 0.188
H -2.47 0.34 -0.12 0.125
C 2.06 0.93 -0.73 -0.129
C 1.69 -0.33 -1.47 -0.129
H 3.04 1.33 -0.98 0.089
H 1.34 1.75 -0.97 0.099
H 1.98 0.77 0.34 0.068
H 0.61 -0.49 -1.34 0.049
H 2.21 -1.23 -1.10 0.097
H 1.98 -0.35 -2.52 0.083
```

Output
Charge = +1
Multiplicity = 2
LUMO (alpha / beta) = -3.2 / -11.7 eV
Molar mass = 60.140 g/mol
Relative energy (zero: lowest compared OMol25 entry of this formula, charge and spin) = 13.9 kcal/mol

[2]
This record from OMol25 describes a structure of composition C4H12AlO2 in a non-equilibrium geometry. The level of theory is the ωB97M-V functional and the def2-TZVPD basis.

```
19
Properties=species:S:1:pos:R:3:lowdin_charge:R:1
Al 1.69 -1.48 -2.69 1.200
C -1.43 -2.89 1.10 0.143
C -0.60 -1.55 0.74 -0.124
O -0.56 -1.40 -0.64 0.011
H -1.53 -2.84 2.19 0.141
H -0.78 -3.74 0.83 0.134
H -2.40 -2.86 0.61 0.121
H 0.42 -1.57 1.10 0.153
H -1.18 -0.74 1.23 0.196
H -1.46 -1.31 -1.03 0.190
C 0.21 2.71 0.10 0.055
C 1.41 1.85 -0.35 -0.177
O 1.31 1.42 -1.68 0.027
H 0.14 3.59 -0.55 0.123
H 0.42 3.10 1.10 0.131
H -0.71 2.12 0.10 0.116
H 1.53 0.96 0.27 0.135
H 2.39 2.40 -0.23 0.238
H 1.12 2.24 -2.21 0.187
```

Output
Charge = +3
LUMO = -19.4 eV
Molar mass = 119.120 g/mol
Relative energy (zero: lowest compared OMol25 entry of this formula, charge and spin) = 27.3 kcal/mol

[3]
This record from OMol25 describes a structure of composition C4H12BF4KO2 in a non-equilibrium geometry. The level of theory is the ωB97M-V functional and the def2-TZVPD basis.

```
24
Properties=species:S:1:pos:R:3:lowdin_charge:R:1
K -1.73 -2.39 0.27 0.978
B -6.64 -2.53 -2.22 -1.406
F -7.93 -3.01 -2.13 0.105
F -5.79 -3.62 -2.35 0.081
F -6.49 -1.67 -3.28 0.126
F -6.31 -1.91 -1.04 0.104
C 5.25 -1.92 2.38 -0.081
C 4.06 -2.90 2.24 -0.332
O 3.06 -2.49 3.12 -0.087
H 4.99 -0.93 2.03 0.073
H 6.12 -2.24 1.80 0.068
H 5.64 -1.88 3.40 0.070
H 4.33 -3.94 2.41 0.105
H 3.66 -2.90 1.22 0.105
H 3.38 -2.56 4.02 0.085
C -0.17 4.57 -1.98 -0.086
C -1.23 3.83 -1.13 -0.319
O -0.65 2.95 -0.21 -0.093
H 0.58 5.12 -1.41 0.066
H -0.56 5.40 -2.56 0.068
H 0.32 3.88 -2.67 0.070
H -1.87 3.22 -1.76 0.112
H -1.86 4.56 -0.63 0.106
H -0.15 3.35 0.50 0.082
```

Output
Charge = 0
LUMO = -2.0 eV
Molar mass = 218.040 g/mol
Relative energy (zero: lowest compared OMol25 entry of this formula, charge and spin) = 70.1 kcal/mol

[4]
This record from OMol25 describes a cluster of 2 separate species, C4H12BN in total in a non-equilibrium geometry. The level of theory is the ωB97M-V functional and the def2-TZVPD basis.

```
18
Properties=species:S:1:pos:R:3:lowdin_charge:R:1
C -2.24 -1.22 -0.72 -0.003
B -2.01 -0.06 -0.05 -0.204
C -1.80 1.34 0.57 -0.062
H -3.25 -1.53 -0.99 0.023
H -1.48 -1.92 -1.09 0.026
H -0.83 1.73 1.10 0.097
H -2.54 1.50 1.27 0.009
H -1.93 2.13 -0.27 0.093
C 1.17 -1.14 0.72 -0.141
N 1.52 -0.55 -0.52 -0.191
C 2.20 0.68 -0.40 -0.187
H 0.46 -2.03 0.45 0.115
H 2.04 -1.37 1.17 0.039
H 0.52 -0.46 1.33 0.075
H 0.85 -0.45 -1.23 0.070
H 2.47 1.32 -1.40 0.128
H 1.65 1.48 0.03 0.030
H 3.21 0.56 0.03 0.082
```

Output
Structure (SMILES) = C=BC.CNC
Charge = 0
LUMO = 0.5 eV
Molar mass = 84.959 g/mol
Relative energy (zero: lowest compared OMol25 entry of this formula, charge and spin) = 97.5 kcal/mol

[5]
This record from OMol25 describes a cluster of 2 separate species, C4H12BN in total in a non-equilibrium geometry. The level of theory is the ωB97M-V functional and the def2-TZVPD basis.

```
18
Properties=species:S:1:pos:R:3:lowdin_charge:R:1
B 1.15 -1.46 1.96 0.305
C -1.90 -0.12 -0.65 -0.104
C 1.07 1.87 -0.16 -0.097
C -0.85 -1.05 -0.13 -0.407
C 1.07 0.31 -0.43 -0.349
N 0.17 -0.29 0.47 -0.160
H 0.42 -2.31 2.43 -0.002
H 2.25 -1.07 1.98 -0.021
H -2.77 -0.15 0.11 0.092
H -1.59 0.96 -0.59 0.065
H -2.29 -0.42 -1.62 0.067
H 0.06 2.26 -0.43 0.053
H 1.40 2.15 0.87 0.085
H 1.73 2.27 -0.92 0.050
H -1.40 -1.69 0.61 0.112
H -0.46 -1.70 -0.88 0.091
H 0.71 0.01 -1.43 0.118
H 2.16 0.11 -0.32 0.101
```

Output
Charge = 0
LUMO = -0.3 eV
Molar mass = 84.959 g/mol
Relative energy (zero: lowest compared OMol25 entry of this formula, charge and spin) = 113.8 kcal/mol

[6]
This record from OMol25 describes a structure of composition C4H12BaN3O11 in a non-equilibrium geometry. The level of theory is the ωB97M-V functional and the def2-TZVPD basis.

```
31
Properties=species:S:1:pos:R:3:lowdin_charge:R:1
Ba 1.30 0.51 1.26 1.688
N 6.84 2.48 1.33 -0.719
O 7.85 3.13 1.30 -0.040
O 6.41 2.25 2.43 -0.069
O 6.31 2.04 0.28 -0.099
N 6.05 -3.80 1.63 -0.677
O 6.90 -4.60 1.23 -0.030
O 6.16 -3.36 2.78 -0.069
O 5.13 -3.39 0.93 -0.063
N 1.86 -2.44 -5.04 -0.693
O 1.14 -3.10 -5.71 -0.038
O 1.31 -1.70 -4.22 -0.118
O 3.11 -2.40 -5.22 -0.078
C -4.62 -3.64 3.93 -0.092
C -3.42 -3.91 3.03 -0.340
O -3.33 -2.77 2.26 -0.093
H -4.70 -4.29 4.81 0.068
H -5.56 -3.73 3.38 0.072
H -4.58 -2.63 4.34 0.070
H -3.56 -4.83 2.46 0.115
H -2.46 -4.01 3.54 0.111
H -3.86 -2.90 1.47 0.091
C -2.82 5.70 -3.16 -0.115
C -2.38 5.26 -1.85 -0.350
O -2.56 3.86 -1.76 -0.096
H -3.86 5.46 -3.40 0.084
H -2.16 5.30 -3.94 0.088
H -2.64 6.76 -3.30 0.081
H -3.07 5.67 -1.12 0.113
H -1.30 5.40 -1.74 0.123
H -3.48 3.72 -1.97 0.075
```

Output
Charge = -1
LUMO = -2.6 eV
Molar mass = 415.478 g/mol
Relative energy (zero: lowest compared OMol25 entry of this formula, charge and spin) = 191.8 kcal/mol

[7]
This record from OMol25 describes a cluster of 3 separate species, C4H12BrO2 in total in a non-equilibrium geometry. The level of theory is the ωB97M-V functional and the def2-TZVPD basis.

```
19
Properties=species:S:1:pos:R:3:lowdin_charge:R:1
Br -1.83 4.75 0.89 -0.992
C 0.31 -1.20 -4.78 -0.094
C 0.28 0.04 -3.89 -0.328
O -0.99 0.13 -3.26 -0.082
H 0.46 -2.08 -4.16 0.070
H 1.20 -1.11 -5.40 0.064
H -0.51 -1.32 -5.49 0.072
H 0.51 0.95 -4.45 0.104
H 1.03 -0.05 -3.11 0.106
H -0.99 0.85 -2.63 0.087
C -0.37 -0.20 4.85 -0.106
C 0.36 -0.47 3.56 -0.333
O 1.13 0.68 3.22 -0.083
H -1.23 -0.86 4.93 0.068
H -0.82 0.79 4.78 0.076
H 0.32 -0.18 5.69 0.072
H -0.40 -0.64 2.79 0.108
H 0.97 -1.36 3.70 0.105
H 0.56 1.29 2.75 0.088
```

Output
Charge = -1
LUMO = 2.9 eV
Molar mass = 172.042 g/mol
Relative energy (zero: lowest compared OMol25 entry of this formula, charge and spin) = 24.8 kcal/mol

[8]
This record from OMol25 describes a structure of composition C4H12ClO2 in a non-equilibrium geometry. The level of theory is the ωB97M-V functional and the def2-TZVPD basis.

```
19
Properties=species:S:1:pos:R:3:lowdin_charge:R:1
Cl 13.20 -36.33 50.09 0.237
C 14.00 -38.88 53.49 -0.090
C 13.46 -37.75 52.62 -0.312
O 13.71 -38.19 51.25 -0.320
H 14.09 -38.64 54.50 0.025
H 15.00 -39.13 53.35 0.042
H 13.32 -39.75 53.46 0.080
H 13.84 -36.76 52.70 0.075
H 12.47 -37.69 52.60 0.029
H 13.69 -37.38 50.72 -0.510
C 9.84 -37.85 51.20 -0.120
C 9.64 -36.40 51.58 -0.398
O 10.15 -35.53 50.62 -0.124
H 10.96 -38.01 50.77 0.102
H 9.29 -38.06 50.39 -0.005
H 9.76 -38.72 52.01 0.109
H 9.97 -36.15 52.61 0.091
H 8.48 -36.17 51.83 0.131
H 11.11 -35.49 50.52 -0.042
```

Output
Charge = -1
LUMO = 3.9 eV
Molar mass = 127.591 g/mol
Relative energy (zero: lowest compared OMol25 entry of this formula, charge and spin) = 96.1 kcal/mol

[9]
This record from OMol25 describes a cluster of 2 separate species, C4H12F2N2P in total in a non-equilibrium geometry. The level of theory is the ωB97M-V functional and the def2-TZVPD basis.

```
21
Properties=species:S:1:pos:R:3:lowdin_charge:R:1
C 3.11 0.74 0.79 -0.128
C 2.89 -1.09 -0.82 -0.148
C -2.93 1.03 -0.61 -0.071
C -2.74 -0.87 0.94 -0.058
N 2.32 0.00 -0.15 -0.170
N -2.11 0.11 0.07 -0.273
F -0.27 1.59 -0.60 -0.195
F -0.13 -0.67 -1.24 -0.185
P -0.38 0.17 0.08 0.927
H 2.72 0.44 1.74 0.071
H 4.22 0.44 0.79 0.109
H 2.85 1.80 0.56 0.102
H 2.52 -1.07 -1.76 0.039
H 3.98 -1.31 -0.69 0.103
H 2.33 -1.95 -0.17 0.154
H -3.98 0.63 -0.87 0.146
H -3.24 2.02 -0.06 0.163
H -2.27 1.41 -1.43 0.103
H -3.52 -0.44 1.63 0.145
H -3.36 -1.57 0.38 0.118
H -2.00 -1.41 1.42 0.050
```

Output
Charge = +1
LUMO (alpha / beta) = -7.8 / -3.4 eV
Molar mass = 157.124 g/mol
Relative energy (zero: lowest compared OMol25 entry of this formula, charge and spin) = 59.5 kcal/mol

[10]
This record from OMol25 describes a structure of composition C4H12F6I2N2PtSb in a non-equilibrium geometry. The level of theory is the ωB97M-V functional and the def2-TZVPD basis.

```
28
Properties=species:S:1:pos:R:3:lowdin_charge:R:1
Pt -0.51 -0.45 -0.14 0.922
N 1.52 -0.57 -0.64 -0.085
C 2.05 0.28 -1.73 -0.180
C 1.72 1.73 -1.49 -0.157
C 0.28 2.04 -1.83 -0.178
N -0.61 1.53 -0.76 -0.087
H 1.94 -0.32 0.26 0.114
H 1.73 -1.55 -0.82 0.085
H 1.63 -0.08 -2.68 0.137
H 3.13 0.13 -1.78 0.149
H 2.38 2.36 -2.08 0.145
H 1.92 1.98 -0.44 0.132
H -0.02 1.60 -2.78 0.138
H 0.14 3.12 -1.91 0.149
H -1.58 1.74 -0.98 0.087
H -0.39 1.98 0.13 0.117
I -3.22 -0.77 -0.44 1.108
C -2.83 -2.84 -0.15 -0.960
I -0.83 -3.19 -0.79 1.090
H -3.51 -3.42 -0.77 0.004
H -2.90 -3.06 0.91 0.002
F 0.53 0.57 1.51 -0.462
Sb -0.32 -0.33 3.25 1.503
F 1.22 -1.35 3.04 -0.312
F -1.00 -1.57 1.82 -0.557
F -1.22 -1.33 4.49 -0.272
F -1.73 0.72 2.61 -0.357
F 0.47 1.04 4.18 -0.275
```

Output
Charge = +2
Multiplicity = 2
LUMO (alpha / beta) = -10.0 / -10.3 eV
Molar mass = 772.788 g/mol
Relative energy (zero: lowest compared OMol25 entry of this formula, charge and spin) = 20.1 kcal/mol

[11]
This record from OMol25 describes a cluster of 2 separate species, C4H12IN2 in total in a non-equilibrium geometry. The level of theory is the ωB97M-V functional and the def2-TZVPD basis.

```
19
Properties=species:S:1:pos:R:3:lowdin_charge:R:1
C 1.88 2.00 0.34 -0.371
C -0.68 0.26 -0.40 -0.035
C -2.89 -0.96 -0.21 -0.011
C -0.76 -1.95 0.04 0.203
N 2.18 0.63 0.66 -0.651
N -1.47 -0.92 -0.25 -0.211
I 3.75 -0.24 -0.24 1.194
H 1.10 2.20 -0.31 0.013
H 1.51 2.50 1.22 0.070
H 2.75 2.68 0.11 0.082
H 0.34 -0.03 0.00 0.040
H -0.59 0.33 -1.48 0.126
H -1.05 1.15 0.06 0.111
H -3.46 -0.98 0.81 0.159
H -3.25 -0.25 -0.89 0.095
H -3.23 -1.95 -0.54 0.107
H 0.35 -1.67 0.04 0.137
H -1.29 -2.89 0.10 0.129
H 4.82 0.09 0.94 -0.187
```

Output
Charge = +1
LUMO = -4.7 eV
Molar mass = 215.058 g/mol
Relative energy (zero: lowest compared OMol25 entry of this formula, charge and spin) = 139.2 kcal/mol

[12]
This record from OMol25 describes a structure of composition C4H12InN6O6 in a non-equilibrium geometry. The level of theory is the ωB97M-V functional and the def2-TZVPD basis.

```
29
Properties=species:S:1:pos:R:3:lowdin_charge:R:1
In 0.65 -0.33 0.95 1.224
C -1.22 0.63 2.55 -0.936
O -2.05 1.18 3.23 0.094
O -1.46 -0.22 1.69 -0.005
O 0.01 0.85 2.76 -0.015
C 1.51 2.59 1.12 -0.650
O 1.53 1.36 1.18 -0.018
N 1.66 3.31 2.22 0.229
N 1.29 3.34 0.12 0.230
H 1.81 4.31 2.17 0.136
H 1.99 2.75 2.99 0.143
H 1.08 2.91 -0.77 0.144
H 1.59 4.31 0.16 0.146
C 1.13 -1.76 -1.52 -0.616
O 1.62 -1.33 -0.51 0.041
N 0.04 -1.31 -2.15 0.094
N 1.82 -2.68 -2.11 0.232
H 0.09 -1.53 -3.14 0.145
H -0.56 -0.62 -1.72 -0.004
H 2.73 -2.94 -1.74 0.149
H 1.46 -3.20 -2.90 0.141
C -1.66 -1.12 -0.58 -0.566
O -0.52 -0.68 -0.56 -0.081
N -2.01 -1.95 -1.54 0.188
N -2.58 -1.01 0.30 0.244
H -1.29 -2.46 -2.03 0.111
H -2.77 -2.57 -1.34 0.143
H -3.49 -1.38 0.07 0.152
H -2.40 -0.45 1.12 -0.093
```

Output
Charge = +1
LUMO = -4.2 eV
Molar mass = 354.994 g/mol